Computed, not measured: an isolated molecule of C5H5ClN2S at a distorted geometry, with ωB97M-V with the def2-TZVPD basis set.

DFT total energy	-31601.3333	eV
lowest unoccupied orbital energy	0.65	eV
HOMO	-9.79	eV
SMILES	ClC1(c2nncs2)CC1
ΔE to the lowest compared entry with this formula, charge and spin	0.563	eV
HOMO-LUMO gap	10.440	eV
charge	0

The geometry in XYZ format:
```
14
Properties=species:S:1:pos:R:3:nbo_charge:R:1
Cl 0.676 -0.190 -2.305 0.010
C -0.293 0.282 -0.918 -0.088
C 0.589 -0.261 0.385 0.109
N 0.290 -0.269 1.631 -0.291
N 1.109 -1.022 2.377 -0.255
C 2.073 -1.610 1.782 -0.118
S 2.028 -1.329 0.030 0.290
C -1.816 0.340 -0.980 -0.421
C -1.006 1.632 -0.830 -0.422
H 2.897 -2.062 2.220 0.219
H -2.249 0.059 0.015 0.242
H -2.453 0.083 -1.900 0.250
H -0.754 2.277 -1.672 0.236
H -1.090 2.070 0.166 0.240
```



Computed, not measured: the ion CH3N2O3S with charge -1 at a distorted geometry, with ωB97M-V with the def2-TZVPD basis set.

DFT total energy	-21043.7736	eV
lowest unoccupied orbital energy	4.06	eV
HOMO	-4.06	eV
ΔE to the lowest compared entry with this formula, charge and spin	1.290	eV
HOMO-LUMO gap	8.122	eV
charge	-1

The geometry in XYZ format:
```
10
Properties=species:S:1:pos:R:3:nbo_charge:R:1
C 0.241 1.878 0.329 0.501
N -0.139 -0.462 0.598 -0.696
N 0.636 0.578 -0.015 -0.510
O 2.409 -1.012 0.902 -1.044
O 0.814 2.937 0.132 -0.645
O 2.758 -0.516 -1.423 -0.995
S 2.536 0.061 -0.106 1.638
H -0.727 1.709 0.792 0.052
H -0.723 0.019 1.367 0.306
H 0.541 -1.135 1.056 0.393
```



Computed, not measured: a structure of composition C2H8N4O2Sn at a distorted geometry, with ωB97M-V with the def2-TZVPD basis set.

DFT total energy	-18074.4510	eV
lowest unoccupied orbital energy	-10.80	eV
HOMO	-16.70	eV
ΔE to the lowest compared entry with this formula, charge and spin	1.809	eV
HOMO-LUMO gap	5.905	eV
charge	+2

The geometry in XYZ format:
```
17
Properties=species:S:1:pos:R:3:nbo_charge:R:1
Sn -0.745 -0.813 -1.414 1.815
C 2.868 1.025 -1.779 0.807
O 1.780 0.409 -1.663 -0.852
N 3.717 1.239 -0.743 -0.791
N 3.211 1.741 -2.851 -0.785
H 4.599 1.624 -1.021 0.414
H 3.482 0.993 0.202 0.423
H 3.897 2.466 -2.789 0.429
H 2.600 1.569 -3.636 0.420
C -3.055 -1.350 1.507 0.795
O -2.820 -1.435 0.271 -0.814
N -4.286 -1.618 1.938 -0.761
N -2.137 -1.020 2.430 -0.782
H -4.458 -1.615 2.929 0.426
H -4.965 -1.877 1.241 0.439
H -1.291 -0.650 2.034 0.385
H -2.400 -0.688 3.345 0.431
```



Computed, not measured: an isolated molecule of C3H4N2 at a distorted geometry, with ωB97M-V with the def2-TZVPD basis set.

DFT total energy	-6147.9251	eV
2S+1	3
lowest unoccupied orbital energy (alpha / beta)	0.74 / -1.39	eV
HOMO (alpha / beta)	-5.66 / -8.45	eV
ΔE to the lowest compared entry with this formula, charge and spin	2.589	eV
HOMO-LUMO gap (alpha / beta)	6.398 / 7.058	eV
charge	0

The geometry in XYZ format:
```
9
Properties=species:S:1:pos:R:3:nbo_charge:R:1
C -0.840 -0.319 -1.745 0.216
C 0.633 -1.205 0.371 -0.129
C -0.440 0.919 0.225 0.205
N -0.731 0.583 -0.977 -0.526
N 0.380 -0.048 0.881 -0.587
H -0.222 -0.228 -2.639 0.154
H 1.072 -1.805 1.331 0.110
H -0.512 1.851 0.635 0.180
H 0.661 0.252 1.917 0.378
```



Computed, not measured: an isolated molecule of Cl2H2N2S2 at a distorted geometry, with ωB97M-V with the def2-TZVPD basis set.

DFT total energy	-49723.4532	eV
lowest unoccupied orbital energy	-1.47	eV
HOMO	-9.69	eV
SMILES	SN(Cl)N(S)Cl
ΔE to the lowest compared entry with this formula, charge and spin	1.887	eV
HOMO-LUMO gap	8.217	eV
charge	0

The geometry in XYZ format:
```
8
Properties=species:S:1:pos:R:3:nbo_charge:R:1
S 1.072 -1.879 -0.658 0.277
N 1.200 -0.545 0.362 -0.412
Cl 2.672 -0.637 1.420 0.065
N 1.042 0.707 -0.316 -0.336
S 0.801 1.891 0.911 0.272
Cl 2.471 0.911 -1.755 -0.111
H 2.257 -2.016 -1.268 0.115
H 0.063 2.825 0.311 0.130
```



Computed, not measured: an isolated molecule of C5H13NO, with ωB97M-V with the def2-TZVPD basis set.

DFT total energy	-8933.0244	eV
lowest unoccupied orbital energy	0.93	eV
HOMO	-9.18	eV
SMILES	NCCCCCO
ΔE to the lowest compared entry with this formula, charge and spin	0.986	eV
HOMO-LUMO gap	10.104	eV
charge	0

The geometry in XYZ format:
```
20
Properties=species:S:1:pos:R:3:nbo_charge:R:1
N 2.184 0.851 -0.994 -0.846
C 0.791 1.315 -1.113 -0.223
C -0.004 1.316 0.196 -0.417
C 0.181 0.087 1.092 -0.404
C -0.039 -1.260 0.423 -0.429
C -1.409 -1.405 -0.194 -0.064
O -2.378 -1.358 0.860 -0.739
H 2.344 0.405 -0.098 0.350
H 2.818 1.637 -1.030 0.355
H 0.819 2.342 -1.495 0.195
H 0.300 0.624 -1.800 0.175
H 0.124 2.207 0.813 0.205
H -1.065 1.360 -0.092 0.203
H 1.173 0.102 1.557 0.190
H -0.475 0.190 1.948 0.222
H 0.756 -1.410 -0.314 0.212
H 0.053 -2.026 1.195 0.214
H -1.621 -0.627 -0.935 0.160
H -1.462 -2.363 -0.700 0.167
H -3.092 -1.987 0.679 0.474
```



Computed, not measured: an isolated molecule of C21H23FN2O4, with ωB97M-V with the def2-TZVPD basis set.

DFT total energy	-36038.7331	eV
lowest unoccupied orbital energy	0.35	eV
HOMO	-8.01	eV
SMILES	COc1ccc(NC(=O)[C@@H]2CC(=O)N(CCc3ccc(F)cc3)C2)c(OC)c1
ΔE to the lowest compared entry with this formula, charge and spin	0.172	eV
HOMO-LUMO gap	8.359	eV
charge	0

The geometry in XYZ format:
```
51
Properties=species:S:1:pos:R:3:nbo_charge:R:1
C -7.933 -0.731 -0.640 -0.252
O -7.074 0.321 -0.270 -0.494
C -5.730 0.114 -0.344 0.310
C -5.120 -1.061 -0.754 -0.322
C -3.736 -1.147 -0.786 -0.212
C -2.948 -0.074 -0.414 0.136
N -1.546 -0.089 -0.423 -0.621
C -0.709 -1.106 -0.738 0.695
O -1.057 -2.214 -1.082 -0.615
C 0.763 -0.727 -0.563 -0.316
C 1.697 -1.599 -1.400 -0.495
C 2.911 -1.828 -0.520 0.698
O 3.989 -2.260 -0.856 -0.619
N 2.572 -1.476 0.742 -0.447
C 3.485 -1.562 1.849 -0.209
C 4.079 -0.188 2.211 -0.425
C 4.697 0.424 0.986 -0.030
C 3.986 1.335 0.217 -0.207
C 4.513 1.842 -0.957 -0.272
C 5.767 1.419 -1.354 0.390
F 6.290 1.911 -2.498 -0.326
C 6.501 0.514 -0.610 -0.266
C 5.956 0.020 0.559 -0.168
C 1.215 -1.011 0.885 -0.191
C -3.566 1.122 0.004 0.285
O -2.714 2.139 0.359 -0.518
C -3.276 3.363 0.768 -0.249
C -4.943 1.206 0.035 -0.335
H -8.943 -0.346 -0.507 0.200
H -7.793 -1.608 -0.001 0.177
H -7.790 -1.016 -1.687 0.177
H -5.698 -1.920 -1.052 0.222
H -3.260 -2.059 -1.105 0.257
H -1.149 0.797 -0.140 0.415
H 0.912 0.329 -0.801 0.214
H 1.221 -2.563 -1.603 0.261
H 1.980 -1.150 -2.350 0.238
H 2.973 -1.995 2.714 0.198
H 4.290 -2.230 1.531 0.236
H 3.294 0.462 2.603 0.203
H 4.828 -0.330 2.990 0.221
H 3.007 1.661 0.540 0.204
H 3.968 2.550 -1.561 0.225
H 7.474 0.202 -0.953 0.230
H 6.514 -0.695 1.144 0.213
H 0.590 -1.792 1.341 0.197
H 1.168 -0.121 1.518 0.194
H -2.432 4.015 0.987 0.200
H -3.885 3.242 1.668 0.181
H -3.882 3.809 -0.026 0.182
H -5.455 2.100 0.347 0.230
```



Computed, not measured: a cluster of 2 separate species, CHClF2O in total at a distorted geometry, with ωB97M-V with the def2-TZVPD basis set.

DFT total energy	-21057.7334	eV
lowest unoccupied orbital energy	0.60	eV
HOMO	-12.02	eV
SMILES	O=C(F)F.Cl
ΔE to the lowest compared entry with this formula, charge and spin	0.698	eV
HOMO-LUMO gap	12.620	eV
charge	0

The geometry in XYZ format:
```
6
Properties=species:S:1:pos:R:3:nbo_charge:R:1
O 0.193 -1.012 0.627 -0.520
C 0.019 -1.241 -0.517 1.121
F -1.114 -1.845 -0.956 -0.322
F 0.911 -1.053 -1.468 -0.280
Cl -0.921 0.280 -3.032 -0.220
H -1.628 -0.235 -2.279 0.222
```



Computed, not measured: a cluster of 2 separate species, C5H12Si2 in total at a distorted geometry, with ωB97M-V with the def2-TZVPD basis set.

DFT total energy	-21127.3008	eV
2S+1	3
lowest unoccupied orbital energy (alpha / beta)	0.95 / -2.91	eV
HOMO (alpha / beta)	-5.86 / -9.89	eV
ΔE to the lowest compared entry with this formula, charge and spin	1.464	eV
HOMO-LUMO gap (alpha / beta)	6.813 / 6.977	eV
charge	0

The geometry in XYZ format:
```
19
Properties=species:S:1:pos:R:3:nbo_charge:R:1
C -3.970 1.001 -0.021 -0.201
C -3.138 0.146 -0.057 -0.489
C 1.658 -0.787 -1.082 -1.093
C 0.047 1.719 -0.100 -1.061
C 1.069 -0.354 1.935 -1.086
Si -1.788 -1.125 -0.278 0.543
Si 0.294 -0.194 0.190 1.159
H -4.808 1.600 0.234 0.234
H 1.214 -1.621 -1.699 0.231
H 1.848 0.146 -1.728 0.242
H 2.644 -1.053 -0.599 0.240
H 0.393 2.168 -1.030 0.236
H -1.104 1.863 -0.265 0.242
H 0.325 2.173 0.736 0.216
H 0.495 0.235 2.792 0.245
H 0.852 -1.449 2.129 0.229
H 2.100 -0.279 1.945 0.230
H -2.149 -2.498 -0.176 -0.137
H -1.828 -1.528 -2.330 0.022
```



Computed, not measured: an isolated molecule of C6H4O, with ωB97M-V with the def2-TZVPD basis set.

DFT total energy	-8330.1433	eV
lowest unoccupied orbital energy	-0.26	eV
HOMO	-10.21	eV
SMILES	C#CC(=O)C#CC
ΔE to the lowest compared entry with this formula, charge and spin	2.297	eV
HOMO-LUMO gap	9.946	eV
charge	0

The geometry in XYZ format:
```
11
Properties=species:S:1:pos:R:3:nbo_charge:R:1
C -2.705 1.330 1.560 -0.128
C -1.775 0.568 1.493 -0.116
C -0.764 -0.476 1.396 0.446
O -0.742 -1.403 2.180 -0.461
C 0.169 -0.365 0.291 -0.150
C 0.959 -0.338 -0.621 0.130
C 1.937 -0.330 -1.705 -0.699
H -3.554 1.974 1.617 0.239
H 1.742 -1.154 -2.398 0.249
H 2.944 -0.460 -1.299 0.248
H 1.904 0.609 -2.265 0.243
```



Computed, not measured: a structure of composition C5H7NO at a distorted geometry, with ωB97M-V with the def2-TZVPD basis set.

DFT total energy	-8832.9378	eV
lowest unoccupied orbital energy	1.08	eV
HOMO	-9.30	eV
ΔE to the lowest compared entry with this formula, charge and spin	3.265	eV
HOMO-LUMO gap	10.384	eV
charge	0

The geometry in XYZ format:
```
14
Properties=species:S:1:pos:R:3:nbo_charge:R:1
C -0.077 1.307 -2.253 -0.465
N -0.675 1.023 -0.965 -0.467
C -0.242 0.150 -0.206 0.539
O 0.920 -0.619 -0.290 -0.510
C 0.488 -1.358 0.872 0.083
C 0.415 -0.468 2.058 -0.418
C -0.725 -0.487 1.051 -0.320
H -1.094 1.018 -2.637 0.242
H 0.004 2.393 -2.407 0.207
H 0.878 0.768 -2.515 0.201
H 0.606 -2.434 0.850 0.212
H 1.077 0.392 2.132 0.228
H 0.175 -0.957 3.001 0.227
H -1.749 -0.727 1.309 0.240
```



Computed, not measured: a cluster of 3 separate species, C3H2O3S in total at a distorted geometry, with ωB97M-V with the def2-TZVPD basis set.

DFT total energy	-20118.6590	eV
lowest unoccupied orbital energy	0.11	eV
HOMO	-10.36	eV
ΔE to the lowest compared entry with this formula, charge and spin	2.836	eV
HOMO-LUMO gap	10.467	eV
charge	0

The geometry in XYZ format:
```
9
Properties=species:S:1:pos:R:3:nbo_charge:R:1
C 1.350 0.743 -1.780 -0.226
C -1.262 -1.534 -0.714 1.039
C 0.593 0.698 1.637 0.275
O -2.027 -1.161 -1.522 -0.530
O -0.394 1.116 1.019 -0.523
O -0.519 -1.909 0.077 -0.509
S 0.099 1.122 -2.497 0.224
H 1.015 -0.338 1.389 0.127
H 1.145 1.264 2.391 0.122
```